No. 1
The following is a DFT calculation (wB97M-V/def2-TZVPD) of a cluster of 2 separate species, C4H8O2 in total.

Summary:
- Orbital gap: 8.97 eV
- Energy above the lowest of the compared OMol25 structures with the same formula, charge and spin: 515.78 kJ/mol
- Largest force on an atom: 2.68 eV/A

Geometry (Å):
H  -0.45306  -1.31788  -1.47645
C  2.72730  -1.31858  0.05203
C  -0.98022  -0.97038  -0.66988
H  -1.32771  1.05557  -1.32831
H  -0.46318  -1.37676  0.22039
H  -2.07041  -1.19531  -0.74449
H  -0.37572  0.37333  1.49249
H  -0.88907  2.79682  -0.02594
C  -0.87693  0.47407  -0.53395
H  1.78109  -1.75801  -0.38073
C  -0.67843  1.06464  0.66416
O  2.57416  -0.31433  0.82861
O  -0.72134  2.41898  0.85011
H  1.75351  0.06783  1.05195

Forces on atoms 1 to 3 (eV/Å):
H 1.0166 -1.0320 -2.2547
C 0.6410 -1.1506 -0.8716
C -1.1038 -0.0160 2.3226


No. 2
The following is a DFT calculation (wB97M-V/def2-TZVPD) of a cluster of 2 separate species, C11H13N5O6 in total.

Summary:
- Orbital gap: 5.15 eV
- Energy above the lowest of the compared OMol25 structures with the same formula, charge and spin: 312.50 kJ/mol
- SMILES string: O=[N+]([O-])c1cc([N+](=O)[O-])c2no[n+]([O-])c2c1.CN1CCCC1
- Largest force on an atom: 3.23 eV/A

Geometry (Å):
C  2.25535  0.38977  2.28899
C  3.61877  1.04678  0.33555
O  -2.33172  -1.87139  3.06008
H  4.02627  -1.10975  0.32366
C  1.73499  -1.90811  1.55214
H  -0.94363  -2.86979  0.60918
H  3.82531  1.89797  2.35313
N  -3.00747  -1.59452  2.08073
H  4.71027  1.09982  0.32593
C  -4.04298  -1.41254  -1.38241
O  0.17389  -3.62619  -1.37751
C  3.03496  1.57033  1.67172
H  3.22292  1.61293  -0.51131
C  3.16243  -0.42061  0.21393
H  -3.07497  -2.21494  -3.12984
N  -0.85163  -3.30895  -2.02940
N  2.21237  -0.60387  1.26371
C  -2.82722  -1.82805  0.71027
H  1.23099  0.66172  2.60007
H  2.76975  0.01755  3.20076
H  2.34536  2.39984  1.49212
N  -5.11655  -0.85314  -2.18366
H  2.47627  -2.50560  2.12263
H  2.69617  -0.66222  -0.75807
N  -4.82740  -0.73020  0.96031
O  -0.99013  -3.57900  -3.24075
O  -6.07107  -0.23600  -1.68236
O  -4.23135  -0.93359  2.20430
O  -5.00777  -1.03561  -3.42147
H  1.51443  -2.44661  0.61930
C  -3.02068  -2.09293  -2.05222
H  0.81567  -1.85265  2.15274
C  -3.96286  -1.28458  0.07214
C  -1.90912  -2.61078  -1.34127
C  -1.78672  -2.46827  0.05298

Forces on atoms 1 to 3 (eV/Å):
C 0.3183 -0.0129 0.5522
C -0.1928 -0.2229 -0.1008
O -0.9698 0.4474 -1.1548